# C5H7NO

A molecular structure, C5H7NO (ωB97M-V with the def2-TZVPD basis set, the Open Molecules 2025 dataset).

The geometry in XYZ format:
```
14
Properties=species:S:1:pos:R:3:forces:R:3:lowdin_charge:R:1
C 2.681153 0.330323 0.540579 0.13 0.07 0.00 -0.12
N 1.355806 -0.063678 0.249248 -0.40 -0.70 -0.18 0.09
C 0.215766 -0.252878 -0.122924 0.72 0.45 0.27 -0.32
O -0.435626 -1.500226 -0.418537 0.18 0.10 0.14 0.01
C -1.608478 -0.779433 -0.829308 -0.24 0.00 -0.17 -0.24
C -2.168075 -0.031527 0.328429 -0.13 0.01 0.13 -0.04
C -1.010340 0.541838 -0.468068 0.21 0.30 -0.13 -0.11
H 2.851485 1.416572 0.446578 -0.06 -0.27 0.03 0.07
H 2.952455 0.025566 1.563604 -0.18 0.10 -0.30 0.08
H 3.374670 -0.196250 -0.132274 -0.13 0.19 0.16 0.08
H -2.117430 -1.102154 -1.731284 0.06 0.05 0.24 0.15
H -1.984551 -0.392706 1.337699 -0.05 -0.03 -0.19 0.12
H -3.107905 0.491829 0.183189 0.05 -0.12 -0.04 0.11
H -0.998925 1.512724 -0.946937 -0.17 -0.15 0.03 0.13
```
Positions in Å, forces in eV/Å.

Calculated values
Total charge: 0
Frontier orbital gap: 9.55 eV
2S+1: 1
HOMO: -8.54 eV
M: 97.117 g/mol

# C5H7NO

A molecular structure, C5H7NO (ωB97M-V with the def2-TZVPD basis set, the Open Molecules 2025 dataset).

The geometry in XYZ format:
```
14
Properties=species:S:1:pos:R:3:forces:R:3:lowdin_charge:R:1
O 2.731662 0.154342 -0.321648 -0.47 0.12 -0.22 0.07
C 1.659072 0.540742 -0.722954 0.21 -0.16 0.13 -0.19
C 0.348894 0.056739 -0.181296 0.23 0.06 -0.07 -0.33
C -0.933076 -0.534533 -0.818488 -0.27 -0.13 -0.29 -0.11
N -1.331916 -0.399946 0.643208 -0.23 -0.02 0.07 -0.03
C -0.673329 0.955627 0.553788 -0.05 0.44 0.15 -0.12
C 0.072701 -0.946898 0.932121 0.12 -0.24 0.29 -0.10
H 1.589231 1.356942 -1.474923 0.05 -0.13 0.00 0.13
H -1.444408 0.111264 -1.542006 -0.18 -0.13 0.33 0.11
H -1.021299 -1.586805 -1.087387 0.57 0.05 -0.37 0.11
H -1.264251 1.652940 -0.049123 0.18 0.01 0.11 0.11
H -0.391149 1.394348 1.515075 0.06 -0.13 -0.10 0.12
H 0.450005 -0.731860 1.935882 -0.14 0.07 -0.14 0.12
H 0.199347 -2.004681 0.677116 -0.09 0.19 0.11 0.12
```
Positions in Å, forces in eV/Å.

Calculated values
Total charge: 0
Frontier orbital gap: 9.92 eV
2S+1: 1
HOMO: -9.16 eV
M: 97.117 g/mol

# C5H7NO

A molecular structure, C5H7NO (ωB97M-V with the def2-TZVPD basis set, the Open Molecules 2025 dataset).

The geometry in XYZ format:
```
14
Properties=species:S:1:pos:R:3:forces:R:3:lowdin_charge:R:1
C 2.506785 0.040593 0.610616 0.24 -0.18 0.08 -0.12
N 1.263371 0.754095 0.497050 -0.30 -0.21 -0.02 0.06
C 0.235568 0.189707 0.077045 0.26 0.60 0.05 -0.38
O -0.031751 -1.084824 -0.443797 0.14 0.14 0.11 0.03
C -1.274504 -0.555616 -0.970029 -0.29 -0.14 -0.19 -0.20
C -2.174961 -0.167408 0.144803 -0.11 -0.11 0.06 -0.04
C -1.064787 0.776205 -0.287794 -0.14 -0.20 0.03 -0.10
H 3.284062 0.617856 0.099789 -0.05 -0.15 0.09 0.08
H 2.763315 0.002125 1.672236 0.16 -0.12 -0.11 0.08
H 2.469556 -0.974430 0.200561 0.09 0.06 0.06 0.08
H -1.548135 -0.844018 -1.979701 0.07 0.14 0.21 0.15
H -2.115137 -0.694638 1.094440 0.08 0.09 -0.14 0.12
H -3.181434 0.130497 -0.143282 0.24 0.03 -0.01 0.11
H -1.131948 1.809850 -0.571943 -0.39 0.05 -0.21 0.14
```
Positions in Å, forces in eV/Å.

Calculated values
Total charge: 0
Frontier orbital gap: 10.66 eV
2S+1: 1
HOMO: -9.60 eV
M: 97.117 g/mol

# C5H7NO

A single C5H7NO molecule (ωB97M-V with the def2-TZVPD basis set, the Open Molecules 2025 dataset).

The geometry in XYZ format:
```
14
Properties=species:S:1:pos:R:3:forces:R:3:lowdin_charge:R:1
C 1.501447 -0.840107 1.022486 0.12 -0.03 0.21 -0.02
C 0.658056 0.043918 0.180062 -0.35 -0.25 0.00 -0.29
O 1.239369 0.760806 -0.832986 0.03 -0.04 -0.15 0.03
C 0.255381 1.097044 -1.704133 0.05 0.15 -0.01 -0.12
C -0.939071 0.649699 -1.265855 -0.20 -0.74 0.20 -0.02
C -0.690310 0.022082 0.000182 0.54 0.47 0.17 -0.30
N -1.652971 -0.432936 0.931011 -0.21 0.05 0.00 0.08
H 0.869458 -1.678373 1.334040 0.11 0.14 0.10 0.08
H 2.313961 -1.258335 0.417301 -0.08 0.16 0.10 0.09
H 1.934044 -0.379803 1.915897 -0.02 0.03 -0.12 0.08
H 0.527643 1.731673 -2.530968 0.13 -0.26 -0.08 0.12
H -1.832325 0.421811 -1.821569 -0.29 0.89 -0.15 0.11
H -2.574778 -0.244007 0.557809 -0.06 -0.26 0.00 0.07
H -1.609904 0.106527 1.796723 0.21 -0.30 -0.29 0.09
```
Positions in Å, forces in eV/Å.

Calculated values
Total charge: 0
Frontier orbital gap: 8.94 eV
2S+1: 1
HOMO: -7.91 eV
SMILES string: Cc1occc1N
M: 97.117 g/mol